{
  "formula": "C22H34Cl4O10",
  "method": "ωB97M-V/def2-TZVPD",
  "lumo_energy_ev": 0.0956,
  "total_charge": 0,
  "orbital_gap_ev": 10.08,
  "energy_ev": -93929.9749,
  "smiles": "O=C1CCCO1.O=C1CCCO1.O=C1CCCO1.O=C1CCCO1.O=C1CCCO1.ClCCl.ClCCl",
  "species": ["O", "C", "O", "C", "C", "C", "H", "H", "H", "H", "H", "H", "O", "C", "O", "C", "C", "C", "H", "H", "H", "H", "H", "H", "O", "C", "O", "C", "C", "C", "H", "H", "H", "H", "H", "H", "O", "C", "O", "C", "C", "C", "H", "H", "H", "H", "H", "H", "O", "C", "O", "C", "C", "C", "H", "H", "H", "H", "H", "H", "C", "Cl", "Cl", "H", "H", "C", "Cl", "Cl", "H", "H"],
  "xyz": [[1.67901, -0.51441, -3.53385], [1.34077, -0.29089, -4.67246], [0.29773, -0.96058, -5.28757], [0.13827, -0.50269, -6.63586], [0.67628, 0.94916, -6.62232], [1.78626, 0.85015, -5.62785], [-0.93245, -0.61874, -6.78665], [0.76673, -1.13265, -7.26669], [-0.12806, 1.61624, -6.31227], [0.99465, 1.30011, -7.60307], [1.81675, 1.72471, -4.97785], [2.78174, 0.63395, -6.01233], [0.14740, -5.51418, 0.66277], [-0.26424, -4.52919, 1.24159], [0.54722, -3.75367, 2.01892], [-0.17714, -2.66634, 2.57207], [-1.49378, -2.58882, 1.76880], [-1.64492, -4.00025, 1.21984], [0.31047, -1.69727, 2.47359], [-0.40086, -2.89227, 3.61634], [-1.35684, -1.85806, 0.97046], [-2.34633, -2.29050, 2.37749], [-2.14349, -3.97710, 0.25292], [-2.34253, -4.55602, 1.84927], [-1.36386, 6.87224, 1.70753], [-1.43045, 5.73810, 1.31171], [-0.59060, 4.79471, 1.71646], [-0.81000, 3.54275, 1.06389], [-2.14142, 3.68873, 0.35065], [-2.39936, 5.19259, 0.25643], [-0.80504, 2.70687, 1.75625], [-0.04157, 3.48146, 0.29293], [-2.90028, 3.19737, 0.96215], [-2.18124, 3.13841, -0.58947], [-3.44521, 5.41886, 0.45210], [-2.16206, 5.63089, -0.71302], [-5.18516, 0.03248, 2.42921], [-4.18341, -0.00414, 3.10002], [-4.03738, -0.88008, 4.10041], [-2.64872, -0.80119, 4.63497], [-2.02165, 0.52518, 3.99354], [-3.00687, 0.89781, 2.90587], [-1.92297, -1.52281, 4.26702], [-2.82759, -0.73292, 5.70216], [-0.97916, 0.37102, 3.72030], [-1.95779, 1.27845, 4.78073], [-2.60282, 0.80207, 1.89992], [-3.32504, 1.92154, 3.10270], [-0.29984, 0.26539, 1.12223], [0.65841, 0.32842, 0.36647], [1.39301, 1.38961, 0.29331], [2.67911, 1.11189, -0.36345], [2.61792, -0.41927, -0.42530], [1.19426, -0.81696, -0.49324], [3.53514, 1.33016, 0.26679], [2.55795, 1.54130, -1.35462], [3.11897, -0.95805, 0.37973], [3.15159, -0.77334, -1.31287], [0.98602, -1.73649, 0.04927], [0.66952, -0.75393, -1.44487], [0.06328, -3.73113, -3.17879], [1.73437, -4.32524, -2.72175], [-1.19899, -4.64460, -2.33157], [-0.06777, -2.68385, -2.92653], [-0.16408, -3.89712, -4.22698], [6.51500, 0.16933, 3.23747], [7.26013, -1.09602, 2.22314], [5.29838, 0.95382, 2.25225], [5.99294, -0.19530, 4.11865], [7.22168, 0.92030, 3.58090]],
  "forces_ev_per_a": [[-0.226, 0.071, -1.394], [-0.831, 0.204, -0.032], [1.316, 0.170, 1.139], [0.163, 0.423, 0.328], [-0.811, -0.605, -0.927], [0.023, -0.216, 1.817], [0.165, 0.112, -0.674], [-0.359, -0.100, -0.258], [0.138, 0.043, 0.273], [0.030, -0.202, -0.041], [0.432, 0.074, -0.137], [-0.056, 0.047, -0.145], [-0.284, 1.312, 0.947], [1.020, -2.011, -1.085], [0.192, -0.078, -0.446], [-1.526, 0.362, 0.073], [0.234, 0.125, 0.028], [-1.460, 1.150, 0.289], [0.584, -0.352, 0.112], [0.296, 0.036, 0.126], [-0.159, -0.065, 0.050], [0.071, 0.080, -0.071], [0.539, -0.321, -0.220], [0.423, -0.399, 0.187], [-0.049, -0.389, -0.051], [-0.773, 1.327, -0.454], [0.359, -0.446, 0.858], [0.019, 0.485, -1.294], [-0.936, -0.659, 0.044], [0.236, -0.685, 0.246], [0.384, 0.155, 0.071], [0.321, -0.476, 0.397], [-0.212, 0.267, 0.048], [0.231, 0.198, -0.111], [0.158, 0.312, 0.249], [0.198, -0.018, 0.028], [0.319, -0.089, 0.418], [-1.317, 0.124, -1.263], [2.018, -0.474, 0.256], [-0.300, 2.142, -1.012], [-0.271, -0.633, 1.719], [0.780, 0.410, 0.623], [-1.015, -1.039, 0.465], [0.625, -0.326, 0.060], [-0.190, -0.233, -0.510], [-0.272, 0.172, -0.120], [-0.102, 0.004, -0.016], [-0.244, 0.013, -0.501], [0.343, 0.382, -0.691], [-2.159, -2.049, 1.078], [1.706, 1.982, 0.274], [-1.510, -2.055, 0.244], [2.105, -1.096, -2.156], [-1.217, 1.068, 1.535], [-0.260, 1.072, -0.223], [0.794, 0.290, 0.103], [-0.065, 0.546, 0.415], [0.069, 0.139, -0.034], [-0.117, -0.160, -0.363], [0.394, -0.214, -0.199], [0.139, -0.491, 0.235], [-1.264, 0.619, -0.473], [0.079, 0.009, 0.110], [0.435, -0.071, 0.067], [0.645, 0.030, -0.036], [-0.095, -0.022, 0.005], [0.117, 0.197, 0.814], [-0.515, 0.631, -0.148], [0.210, -0.610, -0.230], [0.285, -0.200, -0.413]]
}



{
  "formula": "C22H34InO36S8",
  "method": "ωB97M-V/def2-TZVPD",
  "lumo_energy_ev": -7.2911,
  "total_charge": 1,
  "orbital_gap_ev": 4.74,
  "energy_ev": -188901.4770,
  "species": ["In", "C", "C", "C", "O", "C", "C", "C", "O", "O", "O", "H", "H", "C", "C", "O", "S", "O", "O", "O", "H", "H", "H", "H", "C", "C", "O", "S", "O", "O", "O", "H", "H", "H", "H", "C", "C", "O", "S", "O", "O", "O", "H", "H", "H", "H", "C", "C", "O", "S", "O", "O", "O", "H", "H", "H", "H", "C", "C", "O", "S", "O", "O", "O", "H", "H", "H", "H", "C", "C", "O", "S", "O", "O", "O", "H", "H", "H", "H", "C", "C", "O", "S", "O", "O", "O", "H", "H", "H", "H", "C", "C", "O", "S", "O", "O", "O", "H", "H", "H", "H"],
  "xyz": [[2.76126, -5.76128, -7.22285], [2.20128, -0.80522, -0.16436], [1.86130, -1.49792, -1.38054], [0.30814, -1.94571, -1.57871], [0.01433, -2.79774, -2.41568], [-0.69631, -1.50313, -0.64499], [-0.25101, -0.75475, 0.44468], [1.23067, -0.55585, 0.69370], [1.64086, 0.13009, 1.70613], [-1.20856, -0.29488, 1.18927], [2.68675, -1.88849, -2.17745], [3.24132, -0.63314, 0.07042], [-1.71956, -1.58022, -0.98175], [0.74813, -5.60475, 6.31426], [0.24957, -4.45218, 7.17338], [-0.04942, -4.93554, 8.50212], [-0.42574, -6.59839, 8.45124], [-1.76624, -6.72496, 7.83982], [-0.03635, -7.31263, 9.65034], [0.71435, -6.75718, 7.12701], [1.73586, -5.47118, 5.87307], [0.03149, -5.76376, 5.50851], [-0.65028, -3.99635, 6.76037], [0.99764, -3.66054, 7.21569], [7.17915, 1.38642, -12.22208], [8.44605, 1.14266, -11.52196], [8.20377, 1.26370, -10.08901], [6.61020, 1.27541, -9.74315], [6.30890, 2.31754, -8.76258], [6.11118, -0.05246, -9.47874], [6.23211, 1.73930, -11.27423], [6.90056, 0.53114, -12.83768], [7.28185, 2.17322, -12.96939], [9.28843, 1.76814, -11.81735], [8.73926, 0.10381, -11.67337], [-9.14269, 0.95966, 5.81100], [-7.73672, 0.75378, 6.14461], [-7.82270, 0.56924, 7.51113], [-9.17701, -0.33379, 8.03037], [-9.83686, 0.23172, 9.20202], [-8.86147, -1.75174, 8.22442], [-9.91965, 0.10606, 6.63471], [-9.37975, 0.76877, 4.76436], [-9.49158, 1.95601, 6.08240], [-6.96712, 1.52454, 6.10278], [-7.25768, -0.17644, 5.83912], [-5.28657, 7.01486, 2.59095], [-4.11253, 7.20418, 3.54068], [-4.58374, 7.64892, 4.76289], [-6.05023, 8.42646, 4.54983], [-5.87485, 9.76351, 3.95736], [-6.97947, 8.19908, 5.58005], [-6.40051, 7.43096, 3.29195], [-5.34104, 6.01980, 2.14938], [-5.10775, 7.72126, 1.78031], [-3.45236, 8.01084, 3.22199], [-3.47911, 6.34065, 3.74361], [11.16722, -1.91910, -3.69120], [12.12107, -2.91655, -3.12845], [12.09832, -4.08731, -3.90559], [11.11894, -3.91208, -5.23075], [9.82620, -4.52831, -5.09338], [11.90705, -4.17000, -6.44994], [11.00337, -2.25660, -4.98384], [11.67551, -0.95617, -3.64121], [10.26922, -1.84478, -3.07787], [11.74752, -3.14054, -2.12926], [13.18654, -2.68930, -3.09332], [7.32059, 5.27253, 2.36812], [8.34536, 4.31786, 1.88856], [9.56895, 4.97246, 2.11223], [9.43116, 6.28989, 3.26207], [10.21089, 7.51327, 2.82613], [9.62172, 5.74642, 4.60232], [7.82185, 6.48146, 2.89779], [6.52544, 4.82114, 2.96148], [6.77054, 5.62917, 1.49728], [8.27115, 4.31960, 0.80109], [8.30320, 3.38792, 2.45562], [-7.32119, 2.22685, -3.70069], [-8.67782, 2.76425, -3.28673], [-8.64426, 4.16355, -3.19513], [-7.57731, 4.74353, -4.33075], [-6.99185, 5.99402, -3.96352], [-8.25448, 4.73594, -5.67215], [-6.58471, 3.33108, -4.16872], [-7.44678, 1.43655, -4.44079], [-6.81876, 1.89389, -2.79251], [-9.00211, 2.26671, -2.37273], [-9.33880, 2.40016, -4.07327], [-5.88242, -7.11808, 0.60288], [-6.51664, -6.62711, -0.66095], [-7.48119, -7.55928, -1.20009], [-7.75965, -8.85050, -0.06541], [-7.66560, -10.23100, -0.59270], [-8.82007, -8.44593, 0.93813], [-6.24004, -8.46502, 0.58499], [-6.15175, -6.75214, 1.59366], [-4.80156, -7.09457, 0.46394], [-5.92397, -6.30940, -1.51880], [-7.06994, -5.70616, -0.47709]],
  "forces_ev_per_a": [[0.043, 0.052, 0.021], [1.672, -2.056, -3.814], [-0.545, -0.987, -1.369], [0.576, -1.980, -0.685], [0.880, 1.222, 0.474], [1.907, 0.593, -1.590], [-4.164, 1.402, 3.113], [-1.482, 4.080, 6.253], [-1.932, -1.604, -1.640], [3.926, -0.949, -1.658], [-0.586, 0.271, 0.213], [-0.009, 0.089, 0.108], [-0.230, -0.113, 0.542], [-1.242, -0.533, -0.155], [-0.280, 0.700, 0.350], [-0.187, -1.835, 0.314], [-0.278, 1.784, -3.037], [3.034, 0.047, 1.729], [-0.389, 1.558, -2.438], [-0.749, -1.324, 2.387], [0.089, -0.100, 0.457], [0.078, 0.039, -0.243], [-0.095, -0.203, 0.017], [0.022, -0.129, 0.627], [-0.373, 0.321, -2.155], [1.796, -1.520, 1.395], [-0.915, 0.239, 0.258], [0.383, 1.040, 0.333], [0.703, -1.900, -2.404], [0.613, 1.121, -0.572], [-1.596, 0.248, 1.968], [-0.417, -0.339, 0.458], [-0.201, 0.462, 0.362], [-0.253, 0.251, 0.376], [0.246, 0.039, -0.009], [-1.499, 1.332, -1.412], [1.909, -1.331, 0.946], [-1.031, -1.277, 4.878], [0.866, 0.159, 1.062], [1.217, 0.061, -2.615], [-0.320, 2.571, -1.801], [-0.371, -2.028, 1.186], [-0.178, -0.185, 0.138], [0.349, 0.271, -0.257], [-0.626, 0.506, -0.871], [-0.322, -0.069, -1.246], [1.485, 0.831, -1.082], [1.953, 0.324, -0.368], [-2.681, 1.322, 2.270], [1.627, 0.966, -3.808], [0.093, -2.766, 1.707], [0.325, -0.222, 0.519], [-1.844, 0.142, 1.370], [-0.570, -0.065, 0.503], [-0.196, -0.126, -0.338], [0.131, -0.193, -0.673], [-0.322, -0.211, -0.105], [1.074, 1.561, 1.860], [0.851, -0.830, 1.953], [-1.874, -1.167, -2.110], [2.030, 0.688, -1.356], [1.225, 0.588, 0.341], [-1.935, 0.755, 3.063], [-0.975, -2.030, -3.451], [-0.272, 0.251, -0.165], [-0.387, -0.243, -0.383], [0.454, -0.316, 0.171], [-0.215, 0.744, 0.073], [-3.510, 1.000, -1.065], [1.036, 0.652, 0.149], [1.687, 2.303, 1.815], [1.318, 1.023, -1.035], [-2.908, -4.532, 1.224], [-0.483, 0.942, -2.436], [2.470, -0.085, 1.163], [0.460, 0.080, 0.754], [-0.119, -0.005, -0.130], [-0.058, -1.130, 0.118], [0.109, -0.240, -0.553], [0.246, 0.455, 1.147], [-1.001, -1.645, -0.813], [1.191, 1.149, -0.601], [-2.417, -1.539, -3.281], [0.117, -1.721, 0.690], [2.037, -0.655, 3.893], [-0.239, 2.767, -0.957], [0.339, 0.146, -0.041], [0.343, -0.361, -0.281], [-0.021, 0.715, 0.244], [-0.604, 0.683, 0.003], [0.539, -1.102, -0.304], [-2.164, 2.357, -1.133], [-0.811, -2.281, 1.341], [0.738, 1.417, 2.178], [-0.415, 4.188, 0.967], [3.269, -1.356, -3.723], [-1.396, -3.353, 0.186], [-0.297, 0.847, -0.447], [0.061, 0.009, 0.363], [0.770, -0.780, 0.249], [-0.303, 0.048, 0.330]]
}